1.
This record from OMol25 describes 2 unconnected molecules or ions with the total composition C2HFO3 at a distorted geometry. The level of theory is ωB97M-V with the def2-TZVPD basis set.

The calculation puts the lowest unoccupied orbital energy at 0.7 eV. The strongest force on any atom is 6.7 eV/Å. As for the SMILES: O=C=O.O=CF.

Positions of all 7 atoms, in Å:
O 1.2131 -1.5672 1.2652
C 1.7864 -0.6389 0.9391
O 2.3755 0.2731 0.6040
O -0.7640 -0.5796 -0.8761
C -1.2989 0.4062 -0.8035
F -1.8833 0.8150 0.3805
H -1.4286 1.2915 -1.5092

Cartesian forces (eV/Å) of the 6 atoms listed first:
O -1.1 -1.8 0.8
C -0.2 -0.6 0.1
O 1.4 2.4 -0.8
O 2.5 -4.6 -0.9
C -2.7 6.0 0.8
F 0.0 -0.1 -0.4

2.
This record from OMol25 describes a molecular structure, C2HFOSc at a distorted geometry. The level of theory is ωB97M-V with the def2-TZVPD basis set.

The calculation puts the lowest unoccupied orbital energy (spin up / spin down) at -19.3 / -17.3 eV. The strongest force on any atom is 7.2 eV/Å. As for the total charge: +3.

Positions of all 6 atoms, in Å:
H 1.4032 1.0755 0.2151
C 0.6435 0.1307 0.0838
C 1.2612 0.0372 -1.1869
O -0.5529 0.1336 0.3359
F 1.6855 -1.0989 -1.5880
Sc -2.0130 -0.8687 1.3180

Cartesian forces, eV/Å:
H -0.7 -1.1 2.4
C 2.6 5.2 -1.7
C 0.3 -6.7 -2.5
O -2.3 -1.8 1.9
F 0.1 3.7 0.2
Sc -0.1 0.7 -0.2

3.
This record from OMol25 describes a molecular structure, C2HFeO3 at a distorted geometry. The level of theory is ωB97M-V with the def2-TZVPD basis set.

As for the spin multiplicity: 6. The calculation puts the lowest unoccupied orbital energy (spin up / spin down) at -12.0 / -13.1 eV. The strongest force on any atom is 3.7 eV/Å. As for the expectation value of S²: 8.781. As for the total charge: +2.

Positions of all 7 atoms, in Å:
H 1.1836 -1.1800 1.4978
O -0.6987 -0.9225 0.6626
O 1.2502 0.7105 -0.1616
O -0.6444 1.0278 -1.2959
C 0.4312 -0.6150 0.9219
C 0.4951 1.2212 -1.0111
Fe -2.0171 -0.2420 -0.6138

Cartesian forces (eV/Å) of the 6 atoms listed first:
H 0.3 0.5 0.2
O 2.2 0.6 1.1
O -1.0 -0.4 0.4
O -3.1 -0.3 -1.0
C -0.7 -0.1 -1.9
C 2.7 -1.1 2.1

4.
This record from OMol25 describes a single C2HIN2O molecule at a distorted geometry. The level of theory is ωB97M-V with the def2-TZVPD basis set.

The calculation puts the lowest unoccupied orbital energy (spin up / spin down) at -1.0 / -0.8 eV. The strongest force on any atom is 2.1 eV/Å.

Positions of all 7 atoms, in Å:
C 0.9321 0.1737 0.1583
C 0.3229 -0.9536 0.2360
N 0.1235 1.4930 -0.0723
N -1.0050 1.3213 -0.3743
O -1.6921 0.3457 -0.5402
I -0.6805 -2.6995 0.4645
H 1.9991 0.3194 0.1280

Cartesian forces (eV/Å) of the 6 atoms listed first:
C -0.6 -1.7 -0.1
C -0.9 0.5 -0.3
N 2.0 0.5 0.4
N -1.4 0.7 -0.5
O 0.3 -1.2 0.3
I 0.6 0.7 -0.1

5.
This record from OMol25 describes a single C2HIN2O molecule at a distorted geometry. The level of theory is ωB97M-V with the def2-TZVPD basis set.

The calculation puts the lowest unoccupied orbital energy (spin up / spin down) at -1.0 / -0.9 eV. The strongest force on any atom is 3.7 eV/Å.

Positions of all 7 atoms, in Å:
C 0.4092 -0.2683 -0.0508
C 1.6951 -0.2238 0.0242
N -0.2570 -1.5686 0.0494
N 0.4797 -2.5186 0.0401
O 1.6859 -2.5595 -0.0616
I 3.6573 0.2738 0.0125
H -0.2622 0.4569 -0.2602

Cartesian forces (eV/Å) of the 6 atoms listed first:
C 3.4 -1.5 0.3
C 0.5 -1.4 -0.3
N -1.5 0.4 0.0
N -0.6 -2.1 -0.1
O 1.0 2.3 0.3
I -0.9 0.0 0.0

6.
This record from OMol25 describes a molecular structure, C2HLaO4 at a distorted geometry. The level of theory is ωB97M-V with the def2-TZVPD basis set.

The calculation puts the lowest unoccupied orbital energy at -11.1 eV. The strongest force on any atom is 7.2 eV/Å. As for the total charge: +2.

Positions of all 8 atoms, in Å:
O -2.6429 0.5858 -0.7327
C -1.5088 0.3293 -0.6785
O -0.5352 0.9159 -0.1519
C 0.9342 -0.8383 -0.0559
O 0.7769 -1.3240 1.0703
O 1.9245 -0.0558 -0.1990
La 1.3881 1.5488 1.4653
H -0.3367 -1.1618 -0.7176

Cartesian forces (eV/Å) of the 6 atoms listed first:
O 1.1 -3.2 -1.8
C -1.0 6.2 3.7
O -0.4 -0.4 -0.6
C -2.9 -2.8 2.2
O -0.6 0.7 0.2
O 0.2 2.6 -1.3

7.
This record from OMol25 describes 2 unconnected molecules or ions with the total composition C2HN2O4 at a distorted geometry. The level of theory is ωB97M-V with the def2-TZVPD basis set.

The calculation puts the lowest unoccupied orbital energy (spin up / spin down) at 3.4 / 3.4 eV. The strongest force on any atom is 2.5 eV/Å. As for the total charge: -1.

Positions of all 9 atoms, in Å:
C 1.3590 1.6265 0.1796
C 2.3239 0.5858 0.3325
N 2.4555 -1.1922 0.4590
N 3.5153 0.9447 0.6950
O 4.5624 0.2711 0.7159
O 3.5484 -1.4804 0.0437
O 0.2010 1.7757 0.0118
O -1.0236 0.4468 0.3476
H -0.4211 -0.2352 0.6503

Cartesian forces (eV/Å) of the 6 atoms listed first:
C 0.0 -1.7 -0.2
C -0.2 -1.6 -0.1
N 0.4 0.7 -0.5
N 1.9 1.6 0.1
O -0.5 0.8 0.5
O -2.1 -0.1 0.0

8.
This record from OMol25 describes 2 unconnected molecules or ions with the total composition C2HN2PS at a distorted geometry. The level of theory is ωB97M-V with the def2-TZVPD basis set.

The calculation puts the lowest unoccupied orbital energy (spin up / spin down) at -4.2 / -4.1 eV. The strongest force on any atom is 2.8 eV/Å.

Positions of all 7 atoms, in Å:
C -1.1595 1.0158 0.2041
C -0.3703 -1.3826 0.5701
N -1.6545 1.6305 -0.6442
N -0.3712 -2.3822 0.0038
P -0.3788 0.0700 1.5633
S 2.3515 0.1367 -0.4083
H 1.5828 0.9118 -1.2889

Cartesian forces (eV/Å) of the 6 atoms listed first:
C 0.0 0.1 0.2
C -0.2 -0.2 0.4
N 0.3 -0.4 0.7
N -0.1 -0.4 -0.2
P 1.3 0.7 -2.3
S -2.1 0.9 0.4

9.
This record from OMol25 describes a single C2HN3 molecule at a distorted geometry. The level of theory is ωB97M-V with the def2-TZVPD basis set.

The calculation puts the lowest unoccupied orbital energy (spin up / spin down) at -1.6 / -1.6 eV. The strongest force on any atom is 2.5 eV/Å.

Positions of all 6 atoms, in Å:
C 0.0322 -0.1644 -1.1145
C -0.7765 -0.6290 0.4836
N -0.2244 -0.7175 -2.0921
N 0.6658 0.6091 -0.1714
N -0.0454 0.2585 1.0248
H 0.3482 0.6433 1.8697

Cartesian forces, eV/Å:
C 1.3 1.0 0.2
C -0.3 0.4 2.5
N -0.6 -0.7 -1.4
N 0.1 0.4 -0.2
N 0.0 -0.8 -1.4
H -0.6 -0.2 0.3

10.
This record from OMol25 describes a single C2HN3O3 molecule at a distorted geometry. The level of theory is ωB97M-V with the def2-TZVPD basis set.

The calculation puts the lowest unoccupied orbital energy at -0.1 eV. The strongest force on any atom is 6.2 eV/Å. As for the SMILES: O=COc1nnno1.

Positions of all 9 atoms, in Å:
O 2.0170 0.9327 0.4188
C 1.9199 -0.1654 -0.0066
O 0.7289 -0.8272 -0.2542
C -0.3766 -0.2053 0.0271
N -0.7705 1.0565 -0.2619
N -2.1283 1.0326 -0.0550
N -2.6218 -0.0865 0.1844
O -1.4981 -0.9698 0.3128
H 2.7296 -0.7676 -0.3655

Cartesian forces (eV/Å) of the 6 atoms listed first:
O -0.2 -0.4 0.2
C 0.3 1.2 -0.3
O 0.7 -0.7 0.6
C -5.7 2.2 -1.1
N 0.6 -2.4 1.3
N -0.2 0.2 -0.7

11.
This record from OMol25 describes 2 unconnected molecules or ions with the total composition C2HN3O3 at a distorted geometry. The level of theory is ωB97M-V with the def2-TZVPD basis set.

The calculation puts the lowest unoccupied orbital energy at 0.4 eV. The strongest force on any atom is 2.2 eV/Å. As for the SMILES: O=C=NC(=O)O.N#N.

Positions of all 9 atoms, in Å:
O 0.9285 2.3548 0.0494
C -0.0492 1.7375 -0.0556
N -1.0521 1.0646 -0.1164
C -1.0342 -0.3563 -0.0681
O -0.0602 -1.0242 0.2364
O -2.3033 -0.7675 -0.1277
H -2.2762 -1.6986 0.2473
N 2.8014 -0.1355 0.0535
N 3.0452 -1.1749 -0.2188

Cartesian forces (eV/Å) of the 6 atoms listed first:
O -1.1 0.0 -0.2
C 2.0 0.2 0.4
N -0.6 -0.8 -0.7
C 0.8 0.5 2.0
O -1.6 0.7 -1.0
O 0.5 -1.9 0.5

12.
This record from OMol25 describes 2 unconnected molecules or ions with the total composition C2HNO2S at a distorted geometry. The level of theory is ωB97M-V with the def2-TZVPD basis set.

The calculation puts the lowest unoccupied orbital energy at 0.3 eV. The strongest force on any atom is 7.6 eV/Å. As for the SMILES: C#[N+][S-].O=C=O.

Positions of all 7 atoms, in Å:
C -0.7918 0.8449 -1.6393
N -1.3110 1.1293 -0.5867
S -2.0826 1.6645 0.6128
H -0.1581 0.3510 -2.2928
O -3.5818 -1.4177 1.1246
C -3.5401 -0.9974 0.0662
O -3.5428 -0.6356 -1.0294

Cartesian forces (eV/Å) of the 6 atoms listed first:
C -2.6 1.5 5.1
N 3.4 -1.6 -6.7
S -1.3 1.0 2.5
H 0.8 -0.6 -0.9
O 0.0 -0.7 2.0
C -0.3 0.2 -1.3